Entry a
Formula: C2HF3O2
Source: OMol25
Level of theory: ωB97M-V with the def2-TZVPD basis set

```
8
Properties=species:S:1:pos:R:3
F -1.19 -1.44 1.01
F 1.86 -0.33 -0.30
F -2.09 -1.22 -0.80
O -0.24 0.18 -0.66
O 1.15 1.49 0.61
C 0.79 0.51 -0.13
C -0.94 -1.58 -0.27
H 0.66 2.39 0.53
```

Output
- HOMO-LUMO gap: 0.34598 hartree
- Highest occupied orbital energy: -9.610 eV

=====

Entry b
Formula: C2HF3O2
Source: OMol25
Level of theory: ωB97M-V with the def2-TZVPD basis set

```
8
Properties=species:S:1:pos:R:3
F 1.57 -0.65 0.04
F -0.18 -1.20 -0.95
F -1.06 -1.10 1.61
O 0.38 0.97 -1.13
O -1.33 1.12 1.44
C -0.92 0.11 1.09
C 0.40 -0.16 -0.33
H 1.14 0.90 -1.77
```

Output
- HOMO-LUMO gap: 0.42546 hartree
- Highest occupied orbital energy: -11.011 eV

=====

Q: Which of them is the most stable? A: entry b.

=====

Entry a
Formula: C4H7P
Source: OMol25
Level of theory: ωB97M-V with the def2-TZVPD basis set

```
12
Properties=species:S:1:pos:R:3
P -3.00 0.00 -0.21
C 1.05 -0.78 -0.06
C -0.27 -0.18 -0.56
C -1.43 0.04 0.41
C 1.14 0.65 -0.46
H -0.61 -0.47 -1.56
H 1.09 1.47 0.21
H 1.16 -1.10 0.99
H 1.66 0.71 -1.57
H -1.06 0.26 1.45
H -3.70 0.16 1.16
H 1.45 -1.50 -0.75
```

Output
- HOMO-LUMO gap: 0.33205 hartree
- Structure (SMILES): [H]/P=C/C1CC1
- Highest occupied orbital energy: -8.640 eV

=====

Entry b
Formula: C4H7P
Source: OMol25
Level of theory: ωB97M-V with the def2-TZVPD basis set

```
12
Properties=species:S:1:pos:R:3
P 1.94 -1.38 -2.30
C 0.15 -0.63 -0.37
C 1.15 -0.31 -1.24
C -0.40 0.48 0.49
C -1.75 0.23 1.12
H -2.25 -0.67 0.85
H -0.34 1.40 -0.25
H 1.42 0.80 -1.28
H 2.86 -0.27 -2.80
H 0.41 0.71 1.22
H -0.29 -1.61 -0.23
H -1.80 0.74 2.04
```

Output
- HOMO-LUMO gap (spin up / spin down): 0.28317 / 0.28169 hartree
- Highest occupied orbital energy (spin up / spin down): -8.584 / -7.633 eV

=====

Q: Which of them is the most stable? A: entry a.

=====

Entry a
Formula: C3H4N2OS2
Source: OMol25
Level of theory: ωB97M-V with the def2-TZVPD basis set

```
12
Properties=species:S:1:pos:R:3
S 0.71 1.43 -2.72
S -1.53 1.01 -0.90
O -2.72 0.45 1.31
N 0.43 -1.03 0.31
N -0.55 -0.49 1.18
C -1.64 0.22 0.72
C 0.17 0.81 -1.36
C 1.11 -0.07 -0.47
H -0.57 -0.87 2.12
H 1.87 -0.43 -1.18
H 1.05 -1.68 0.81
H 1.68 0.65 0.18
```

Output
- HOMO-LUMO gap: 0.31546 hartree
- Structure (SMILES): O=C1NNCC(=S)S1
- Highest occupied orbital energy: -8.997 eV

=====

Entry b
Formula: C3H4N2OS2
Source: OMol25
Level of theory: ωB97M-V with the def2-TZVPD basis set

```
12
Properties=species:S:1:pos:R:3
S -1.40 -0.33 -0.32
S 2.65 0.86 0.62
O -0.24 -2.46 0.54
N -1.40 1.16 -1.08
N 0.63 -1.47 0.81
C -2.45 1.43 -1.79
C 1.01 0.86 0.63
C 0.18 -0.35 0.41
H 0.20 -3.25 0.94
H -3.26 0.72 -1.94
H 0.46 1.78 0.59
H -2.47 2.45 -2.31
```

Output
- HOMO-LUMO gap: 0.29184 hartree
- Structure (SMILES): C=NS/C(C=S)=N\O
- Highest occupied orbital energy: -8.748 eV

=====

Q: Which of them is the most stable? A: entry a.

=====

Entry a
Formula: C4H16NO3
Source: OMol25
Level of theory: ωB97M-V with the def2-TZVPD basis set

```
24
Properties=species:S:1:pos:R:3
O -0.42 -1.49 -3.55
O 1.83 1.35 2.42
O -1.77 1.72 -1.23
N -0.55 1.24 1.01
C -0.70 0.82 -1.43
C 0.54 -0.89 0.15
C 0.32 -1.89 1.27
C -0.62 0.05 -0.10
H 1.22 -2.47 1.47
H 0.10 -1.40 2.23
H -1.82 2.52 -1.74
H 2.68 1.18 2.04
H 1.98 1.37 3.37
H -1.21 1.03 1.75
H 0.41 1.20 1.40
H 0.41 -1.26 -3.17
H 0.29 1.26 -1.64
H -1.65 -0.24 0.16
H 1.47 -0.34 0.24
H 0.47 -1.42 -0.81
H -0.69 2.10 0.48
H -0.84 -2.17 -2.98
H -0.95 0.27 -2.34
H -0.50 -2.54 0.98
```

Output
- Charge: +1
- HOMO-LUMO gap: 0.41736 hartree
- Highest occupied orbital energy: -14.307 eV

=====

Entry b
Formula: C4H16NO3
Source: OMol25
Level of theory: ωB97M-V with the def2-TZVPD basis set

```
24
Properties=species:S:1:pos:R:3
O 0.64 2.50 1.51
O -1.42 -1.50 1.67
O -2.71 0.48 0.55
N 0.27 0.26 -0.19
C 2.11 0.57 -1.67
C 0.62 0.52 -1.61
C -0.83 -2.04 0.52
C 0.46 -1.20 0.18
H 0.45 2.08 2.47
H 2.41 1.63 -1.60
H -2.01 -2.17 2.12
H 2.71 0.15 -2.58
H -3.14 -0.40 0.69
H 0.60 3.47 1.44
H -0.76 -3.17 0.64
H 1.00 0.92 0.37
H 2.74 0.09 -1.02
H 0.01 1.39 -1.95
H -0.70 0.37 0.17
H -1.45 -1.86 -0.36
H 1.23 -1.26 1.00
H 0.30 -0.24 -2.30
H 0.79 -1.73 -0.72
H -3.32 1.16 0.68
```

Output
- Charge: +1
- HOMO-LUMO gap: 0.42117 hartree
- Highest occupied orbital energy: -14.200 eV

=====

Q: Which of them is the most stable? A: entry a.